A molecular structure, C34H47FNO4RuSi. Source: OMol25; level of theory: ωB97M-V/def2-TZVPD.

LUMO energy (alpha / beta)	0.7 / -1.0	eV
energy relative to the best compared isomer or geometry (same formula, charge and spin)	9.2	kJ/mol
maximum force	0.59	eV/A
total charge	0
HOMO energy (alpha / beta)	-6.965 / -7.917	eV
multiplicity	6
E_tot	-58877.7404	eV

Each line ends with the Mulliken spin population.
Positions of all 89 atoms, in Å:
1 Ru 0.2088 0.1453 0.0661  3.854
2 C 1.1085 0.8920 2.4119  0.098
3 C 2.2236 0.5037 1.6017  0.086
4 C 2.2643 1.4172 0.4874  0.082
5 C 1.1609 2.3144 0.6825  0.050
6 C 0.4843 2.0287 1.8861  0.182
7 C -0.5952 2.8679 2.5557  0.000
8 C -1.9771 2.2115 2.4826  0.002
9 C -0.2190 3.0490 4.0312  0.010
10 C -0.6714 4.2412 1.8864  0.014
11 C 3.2808 1.6604 -0.6532  -0.058
12 C 4.7069 1.7993 -0.1055  0.012
13 C 2.9601 2.9927 -1.3476  0.005
14 C 3.2708 0.5817 -1.7481  0.002
15 C 3.1926 -0.5715 2.1200  -0.050
16 C 4.3427 0.1199 2.8728  0.028
17 C 2.5003 -1.4617 3.1711  -0.003
18 C 3.7596 -1.4882 1.0301  0.038
19 H 0.8274 0.4171 3.3385  0.015
20 H 0.9302 3.1508 0.0441  0.003
21 H -1.9611 1.2105 2.9158  0.006
22 H -2.3122 2.1289 1.4482  -0.003
23 H -2.7037 2.8178 3.0308  -0.001
24 H -0.2746 2.1024 4.5730  -0.001
25 H -0.9113 3.7470 4.5084  0.001
26 H 0.7943 3.4433 4.1373  0.005
27 H -1.0086 4.1586 0.8503  0.000
28 H 0.2976 4.7461 1.8948  -0.002
29 H -1.3874 4.8714 2.4183  -0.001
30 H 4.7486 2.5246 0.7108  0.004
31 H 5.3619 2.1535 -0.9056  -0.001
32 H 5.1157 0.8582 0.2498  -0.002
33 H 2.9602 3.8261 -0.6420  -0.002
34 H 1.9986 2.9681 -1.8595  0.000
35 H 3.7294 3.1878 -2.0969  -0.001
36 H 3.6049 -0.3864 -1.3816  0.006
37 H 3.9420 0.8835 -2.5567  0.001
38 H 2.2781 0.4473 -2.1747  -0.002
39 H 3.9430 0.7560 3.6659  0.002
40 H 4.9606 0.7372 2.2281  -0.006
41 H 4.9832 -0.6363 3.3363  0.001
42 H 2.2887 -0.9071 4.0860  0.000
43 H 3.1727 -2.2792 3.4384  0.001
44 H 1.5691 -1.8964 2.8193  0.010
45 H 4.4788 -0.9814 0.3924  0.001
46 H 2.9734 -1.8950 0.3924  -0.016
47 H 4.2791 -2.3290 1.4959  0.000
48 C 0.3067 -2.9554 0.5792  0.048
49 Si 0.2282 -2.7665 -1.2804  -0.028
50 C 1.7370 -3.5382 -2.0563  0.012
51 C -1.2969 -3.6872 -1.8204  0.011
52 N 0.1734 -1.0602 -1.6053  0.263
53 C -0.1174 -0.5122 -2.8555  0.015
54 C -0.4078 -1.2743 -3.9973  0.046
55 C -0.7084 -0.6931 -5.2211  -0.023
56 C -0.7160 0.6853 -5.3717  0.043
57 C -0.3946 1.4763 -4.2770  -0.021
58 C -0.1012 0.8629 -3.0864  -0.008
59 F 0.2763 1.6701 -2.0454  0.008
60 H 1.0249 -3.7276 0.8672  0.002
61 H -0.6777 -3.2163 0.9754  0.007
62 H 0.6057 -2.0560 1.1209  0.003
63 H 1.9853 -4.4873 -1.5720  0.000
64 H 2.5983 -2.8706 -1.9639  -0.002
65 H 1.5840 -3.7399 -3.1206  0.000
66 H -1.2751 -4.6835 -1.3665  0.001
67 H -1.3836 -3.8174 -2.8994  0.000
68 H -2.1979 -3.1778 -1.4649  -0.001
69 H -0.3985 -2.3521 -3.9133  0.006
70 H -0.9338 -1.3298 -6.0670  -0.001
71 H -0.9558 1.1413 -6.3222  0.003
72 H -0.3648 2.5565 -4.3363  -0.001
73 O -1.5618 -0.6987 1.2106  0.127
74 C -2.3757 -0.2447 0.3453  -0.051
75 O -1.9890 0.6060 -0.4993  0.117
76 C -3.7745 -0.7361 0.3172  0.030
77 C -4.3305 -1.3032 1.4535  0.009
78 C -5.6511 -1.7662 1.4578  0.000
79 C -6.3469 -1.6438 0.2824  0.002
80 O -7.6311 -2.0277 0.0283  0.000
81 C -7.8893 -1.6813 -1.3380  0.000
82 O -6.7000 -1.0972 -1.8722  0.000
83 C -5.7881 -1.0857 -0.8520  -0.001
84 C -4.5071 -0.6104 -0.8743  0.009
85 H -3.7212 -1.3876 2.3429  0.005
86 H -6.1030 -2.2039 2.3369  0.000
87 H -8.7008 -0.9557 -1.3785  0.000
88 H -8.1342 -2.5826 -1.8980  0.000
89 H -4.0662 -0.1572 -1.7516  0.003